Entry one
Entry from the OMol25 dataset: a 15-piece molecular cluster, C45H105N15O15 overall (the ωB97M-V functional and the def2-TZVPD basis).

```
180
Properties=species:S:1:pos:R:3:mulliken_charge:R:1
C -0.29 4.86 1.64 -0.229
O -1.06 5.42 0.84 -0.474
N 1.06 4.68 1.45 0.194
C 1.80 3.72 2.29 -0.967
C 1.64 4.96 0.12 -0.747
H -0.70 4.49 2.59 0.506
H 1.26 3.47 3.21 0.302
H 2.74 4.16 2.64 0.371
H 2.05 2.78 1.79 0.266
H 2.72 5.04 0.17 0.373
H 1.39 4.25 -0.68 0.144
H 1.28 5.90 -0.31 0.232
C -5.88 -0.97 3.90 -0.180
O -5.45 -0.24 3.00 -0.503
N -5.08 -1.88 4.54 0.392
C -5.67 -2.71 5.57 -1.124
C -3.67 -2.04 4.20 -0.838
H -6.90 -0.89 4.33 0.348
H -6.00 -2.15 6.44 0.383
H -5.10 -3.60 5.84 0.338
H -6.67 -2.97 5.22 0.381
H -3.39 -1.46 3.32 -0.056
H -3.05 -1.75 5.04 0.285
H -3.54 -3.08 3.91 0.526
C -0.54 -3.24 -4.96 0.131
O -1.44 -3.57 -4.15 -0.598
N 0.78 -3.44 -4.67 0.265
C 1.89 -3.12 -5.55 -0.566
C 1.24 -3.88 -3.37 -0.681
H -0.62 -2.78 -5.96 -0.053
H 2.62 -2.49 -5.03 0.171
H 1.61 -2.71 -6.52 0.052
H 2.53 -3.99 -5.67 0.390
H 1.89 -4.73 -3.54 0.417
H 1.81 -3.15 -2.81 0.187
H 0.38 -4.16 -2.76 0.023
C -1.71 2.78 6.42 0.169
O -1.60 3.81 5.71 -0.625
N -2.85 2.04 6.44 0.131
C -2.85 0.78 7.21 -0.506
C -4.03 2.17 5.57 -0.761
H -0.94 2.47 7.13 0.372
H -3.26 -0.01 6.57 -0.159
H -3.62 0.81 7.98 0.332
H -1.95 0.46 7.74 0.364
H -4.26 1.25 5.03 0.152
H -4.85 2.66 6.10 0.327
H -3.82 2.93 4.82 0.262
C -0.26 0.44 1.40 0.015
O -0.89 1.45 1.78 -0.481
N 0.19 0.22 0.13 0.898
C 0.72 -1.04 -0.37 -0.110
C 0.07 1.21 -0.96 -0.657
H -0.02 -0.47 1.98 0.084
H 0.98 -1.81 0.36 -0.414
H 1.63 -0.95 -0.97 -0.236
H 0.00 -1.64 -0.92 0.509
H -0.15 0.72 -1.91 0.494
H -0.70 1.95 -0.72 -0.275
H 0.98 1.79 -1.08 0.157
C 2.52 0.49 -3.84 0.575
O 1.62 0.11 -4.64 -0.573
N 3.26 1.55 -4.08 0.245
C 4.29 1.86 -3.08 -0.727
C 3.21 2.38 -5.34 -0.696
H 2.74 0.05 -2.86 -0.114
H 4.31 2.90 -2.75 0.364
H 5.26 1.64 -3.53 0.394
H 4.27 1.35 -2.12 -0.014
H 4.11 2.22 -5.93 0.320
H 2.27 2.22 -5.86 -0.028
H 3.14 3.43 -5.06 0.352
C -0.35 -3.71 5.43 0.106
O -1.00 -3.37 6.42 -0.645
N 0.45 -2.78 4.85 0.427
C 1.10 -3.25 3.67 -1.506
C 0.72 -1.42 5.44 -1.037
H -0.33 -4.69 4.93 0.362
H 0.58 -2.94 2.77 0.369
H 1.29 -4.32 3.65 0.794
H 2.10 -2.82 3.61 0.071
H -0.17 -1.20 6.04 0.343
H 1.62 -1.31 6.04 0.279
H 0.62 -0.71 4.62 0.350
C 4.70 -6.38 5.97 0.060
O 4.74 -6.40 7.20 -0.562
N 4.39 -5.28 5.17 0.216
C 4.44 -5.43 3.71 -0.734
C 4.50 -3.93 5.71 -0.712
H 4.91 -7.36 5.53 0.328
H 5.46 -5.26 3.36 0.396
H 3.82 -4.64 3.28 -0.078
H 4.20 -6.45 3.43 0.429
H 5.36 -3.46 5.23 0.327
H 3.65 -3.38 5.31 0.016
H 4.37 -3.95 6.79 0.341
C -1.61 0.34 -9.33 0.130
O -1.76 -0.27 -10.36 -0.547
N -0.67 0.11 -8.36 0.127
C -0.75 0.98 -7.26 -0.696
C 0.14 -1.10 -8.16 -0.403
H -2.24 1.22 -9.15 0.300
H 0.29 1.24 -7.01 0.011
H -1.25 0.42 -6.47 0.329
H -1.33 1.88 -7.48 0.265
H -0.27 -1.88 -7.51 0.021
H 0.30 -1.57 -9.13 0.338
H 1.14 -0.87 -7.81 0.314
C 4.45 -2.16 -0.10 -0.040
O 3.91 -1.89 -1.27 -0.590
N 4.74 -1.34 0.96 0.382
C 5.61 -1.87 2.02 -1.022
C 4.50 0.05 0.93 -0.494
H 4.79 -3.19 0.12 0.320
H 6.55 -1.41 1.70 0.444
H 5.69 -2.96 2.03 0.260
H 5.28 -1.60 3.02 0.275
H 5.51 0.46 0.90 0.443
H 3.98 0.24 -0.01 -0.307
H 3.87 0.30 1.78 0.290
C -3.19 3.17 -1.04 0.119
O -3.28 2.88 -2.22 -0.653
N -3.72 2.40 -0.03 0.326
C -3.59 2.74 1.41 -0.682
C -4.56 1.19 -0.28 -1.135
H -2.77 4.09 -0.61 0.386
H -4.54 3.14 1.76 0.499
H -2.92 3.57 1.57 0.015
H -3.29 1.83 1.92 0.065
H -5.45 1.07 0.33 0.356
H -5.00 1.19 -1.28 0.344
H -3.94 0.30 -0.24 0.275
C -2.44 -4.40 -1.12 0.054
O -1.72 -5.28 -0.67 -0.591
N -2.92 -3.31 -0.38 0.327
C -2.72 -3.11 1.00 -0.780
C -3.87 -2.42 -0.99 -1.298
H -2.72 -4.29 -2.18 0.331
H -1.92 -3.79 1.30 0.160
H -3.70 -3.29 1.45 0.569
H -2.53 -2.05 1.15 0.145
H -4.33 -2.83 -1.89 0.399
H -4.70 -2.21 -0.32 0.346
H -3.21 -1.60 -1.27 0.421
C 1.41 -6.81 -0.96 0.114
O 2.05 -7.57 -1.67 -0.630
N 1.94 -5.98 -0.02 0.169
C 1.27 -4.95 0.75 -0.578
C 3.38 -5.98 0.17 -0.796
H 0.32 -6.70 -1.02 0.430
H 1.58 -5.00 1.80 0.192
H 0.20 -5.10 0.80 0.450
H 1.67 -3.98 0.43 0.103
H 3.67 -5.09 -0.37 0.253
H 3.56 -5.90 1.25 0.015
H 3.87 -6.91 -0.11 0.376
C 0.08 9.42 -1.50 0.139
O 0.98 9.20 -2.31 -0.612
N -0.96 8.61 -1.30 0.245
C -1.30 7.35 -1.98 -0.274
C -2.01 8.91 -0.37 -0.955
H 0.05 10.31 -0.86 0.263
H -1.37 6.56 -1.23 0.107
H -0.49 7.11 -2.67 -0.278
H -2.23 7.35 -2.54 0.445
H -3.03 8.75 -0.71 0.292
H -1.83 8.16 0.40 0.317
H -2.02 9.93 0.03 0.327
C -2.62 4.85 -5.07 0.241
O -3.11 5.87 -5.60 -0.637
N -1.29 4.70 -4.79 0.372
C -0.78 3.43 -4.42 -0.866
C -0.27 5.69 -5.01 -1.151
H -3.19 3.96 -4.76 0.333
H -0.04 3.14 -5.17 0.221
H -1.57 2.68 -4.50 0.306
H -0.39 3.42 -3.41 0.102
H 0.29 6.08 -4.17 0.344
H 0.44 5.24 -5.70 0.320
H -0.71 6.63 -5.37 0.405
```

Calculated values
* multiplicity: 1
* gap between HOMO and LUMO: 8.5 eV
* highest occupied orbital energy: -8.89 eV
* lowest unoccupied orbital energy: -0.43 eV

Entry two
Entry from the OMol25 dataset: a 15-piece molecular cluster, C45H105N15O15 overall (the ωB97M-V functional and the def2-TZVPD basis).

```
180
Properties=species:S:1:pos:R:3:mulliken_charge:R:1
C 2.01 3.67 -7.06 -1.243
C 1.56 2.27 -6.68 0.914
O 1.92 1.31 -7.33 -0.698
N 0.72 2.17 -5.66 0.263
C 0.22 0.92 -5.08 -0.926
H 1.36 4.02 -7.86 0.366
H 3.03 3.76 -7.41 0.295
H 1.88 4.40 -6.25 0.194
H 0.44 3.00 -5.15 0.279
H -0.81 1.06 -4.75 0.112
H 0.92 0.49 -4.36 0.093
H 0.07 0.10 -5.78 0.465
C -7.07 0.52 6.32 -1.096
C -5.63 0.81 5.94 0.692
O -4.89 1.48 6.68 -0.677
N -5.18 0.23 4.83 0.232
C -3.75 0.14 4.50 -0.645
H -7.25 0.72 7.38 0.371
H -7.51 -0.46 6.12 0.179
H -7.73 1.20 5.78 0.281
H -5.81 -0.16 4.14 0.145
H -3.38 0.84 3.74 0.103
H -3.58 -0.84 4.03 0.137
H -3.12 0.27 5.38 0.313
C 0.37 -5.20 -6.80 -1.209
C 0.98 -4.78 -5.51 0.826
O 1.91 -5.42 -5.06 -0.642
N 0.55 -3.69 -4.86 0.163
C 1.16 -3.07 -3.70 0.454
H -0.42 -5.94 -6.70 0.265
H 1.15 -5.48 -7.50 0.336
H -0.14 -4.38 -7.31 0.305
H -0.25 -3.14 -5.14 0.183
H 1.14 -1.98 -3.76 -0.397
H 2.15 -3.47 -3.46 0.440
H 0.63 -3.30 -2.77 -0.494
C -0.44 5.52 -2.01 -1.329
C 0.13 4.36 -2.76 0.688
O -0.24 4.11 -3.93 -0.820
N 1.02 3.57 -2.14 1.182
C 1.37 3.68 -0.75 -0.617
H -1.11 5.15 -1.24 0.201
H -0.94 6.24 -2.66 0.401
H 0.27 6.17 -1.51 0.421
H 1.50 2.79 -2.57 -0.512
H 2.23 3.06 -0.49 0.406
H 0.58 3.24 -0.13 -0.533
H 1.55 4.70 -0.42 0.580
C 5.43 -5.64 -2.40 -0.876
C 4.23 -5.87 -1.56 0.910
O 3.97 -6.99 -1.15 -0.701
N 3.47 -4.76 -1.26 0.634
C 2.39 -4.79 -0.30 -1.044
H 5.93 -4.70 -2.19 -0.061
H 5.17 -5.75 -3.45 0.250
H 6.19 -6.41 -2.23 0.406
H 3.84 -3.86 -1.54 -0.240
H 2.32 -3.86 0.27 0.040
H 2.50 -5.58 0.45 0.387
H 1.42 -4.86 -0.79 0.472
C -3.75 -0.49 -5.39 -1.244
C -2.66 -1.26 -4.63 0.400
O -1.59 -1.45 -5.13 -0.548
N -3.04 -1.62 -3.38 0.011
C -2.07 -2.27 -2.48 -0.408
H -4.52 -0.14 -4.70 0.367
H -4.22 -1.10 -6.16 0.320
H -3.36 0.47 -5.73 0.319
H -3.92 -1.32 -2.99 0.344
H -1.85 -3.24 -2.92 0.079
H -2.51 -2.39 -1.49 0.293
H -1.11 -1.79 -2.29 0.026
C -5.49 1.50 0.63 -1.273
C -3.99 1.62 0.30 0.604
O -3.14 1.57 1.19 -0.426
N -3.71 1.71 -1.00 -0.057
C -2.31 1.78 -1.48 0.207
H -5.77 0.50 0.28 0.260
H -6.07 2.30 0.18 0.456
H -5.70 1.58 1.69 0.202
H -4.39 1.81 -1.74 0.257
H -2.19 0.97 -2.21 -0.424
H -1.60 1.73 -0.66 -0.189
H -2.17 2.69 -2.06 0.277
C 7.04 -2.01 -2.00 -1.189
C 5.81 -2.01 -1.17 0.910
O 4.77 -2.20 -1.78 -0.824
N 5.89 -1.90 0.15 -0.205
C 4.86 -2.03 1.19 -0.258
H 6.99 -2.82 -2.73 0.239
H 7.99 -2.07 -1.47 0.381
H 7.08 -1.15 -2.67 0.255
H 6.78 -1.67 0.56 0.242
H 4.18 -2.80 0.83 -0.068
H 4.40 -1.05 1.29 0.050
H 5.40 -2.32 2.09 0.377
C -0.71 -0.48 1.95 0.167
C 0.43 -0.07 1.06 -0.002
O 0.86 1.08 1.07 -0.292
N 0.84 -1.00 0.19 1.106
C 1.85 -0.82 -0.87 -0.117
H -1.28 0.43 2.13 -0.104
H -0.49 -0.89 2.94 0.113
H -1.46 -1.14 1.52 -0.024
H 0.25 -1.83 0.16 0.064
H 1.64 -0.07 -1.63 0.166
H 2.06 -1.78 -1.34 -0.569
H 2.79 -0.51 -0.41 0.143
C 0.18 1.62 4.95 0.940
C -0.04 0.55 6.01 0.187
O -0.55 -0.53 5.69 -0.644
N 0.19 0.90 7.27 -0.180
C -0.17 0.06 8.42 -0.971
H -0.77 2.04 4.62 0.202
H 0.58 1.18 4.04 -0.434
H 0.90 2.41 5.18 -0.310
H 0.38 1.86 7.51 0.261
H -1.03 -0.58 8.22 0.296
H -0.37 0.66 9.30 0.354
H 0.72 -0.52 8.67 0.302
C -7.90 -2.78 3.61 -0.909
C -6.71 -2.27 2.82 0.705
O -6.54 -1.07 2.61 -0.694
N -5.93 -3.21 2.21 -0.147
C -5.01 -2.80 1.14 -0.870
H -8.05 -2.27 4.56 0.153
H -7.78 -3.85 3.79 0.352
H -8.76 -2.54 2.98 0.263
H -6.05 -4.17 2.47 0.207
H -5.39 -1.95 0.58 0.109
H -5.01 -3.53 0.33 0.467
H -4.06 -2.46 1.56 0.307
C 4.04 0.24 -4.76 -1.080
C 3.68 1.50 -4.01 0.264
O 2.79 1.55 -3.16 -0.424
N 4.28 2.62 -4.45 -0.044
C 4.10 3.95 -3.90 -0.681
H 3.51 -0.63 -4.36 -0.144
H 5.12 0.07 -4.72 0.510
H 3.85 0.39 -5.82 0.397
H 4.94 2.62 -5.21 0.284
H 3.44 4.58 -4.49 0.137
H 5.10 4.36 -3.80 0.445
H 3.56 3.95 -2.95 0.045
C 3.45 2.62 2.33 0.175
C 3.46 2.89 3.81 0.427
O 4.24 2.23 4.47 -0.715
N 2.79 3.94 4.32 0.020
C 2.91 4.36 5.71 -0.869
H 4.40 3.03 1.98 0.457
H 2.61 3.10 1.84 -0.314
H 3.40 1.57 2.06 -0.151
H 1.92 4.25 3.90 0.069
H 2.64 3.50 6.32 0.292
H 2.21 5.16 5.93 0.166
H 3.98 4.57 5.85 0.325
C -0.38 7.08 4.66 -1.190
C 0.04 6.15 3.53 0.682
O 1.18 6.20 3.06 -0.626
N -0.82 5.15 3.20 -0.003
C -0.56 4.22 2.13 -0.267
H -0.01 8.09 4.51 0.314
H -0.02 6.63 5.58 0.243
H -1.45 7.15 4.82 0.386
H -1.71 5.14 3.68 0.280
H -1.43 3.59 1.97 0.300
H 0.33 3.63 2.36 -0.109
H -0.29 4.79 1.24 0.109
C -1.73 -5.24 -0.56 -1.184
C -1.02 -4.35 0.44 0.495
O -0.51 -3.30 0.04 -0.829
N -1.02 -4.70 1.74 -0.078
C -0.19 -3.94 2.69 -0.985
H -1.46 -6.29 -0.44 0.452
H -1.38 -4.90 -1.54 0.052
H -2.81 -5.14 -0.60 0.209
H -1.48 -5.53 2.08 0.219
H -0.83 -3.30 3.29 0.380
H 0.60 -3.31 2.28 0.159
H 0.39 -4.57 3.36 0.414
```

Calculated values
* multiplicity: 1
* gap between HOMO and LUMO: 8.6 eV
* highest occupied orbital energy: -8.68 eV
* lowest unoccupied orbital energy: -0.09 eV

entry two is favored, and the nearest alternative lies 0.3961 hartree above it.